Run w
ORCA calculation (ωB97M-V with the def2-TZVPD basis set) on an isolated molecule of C3H5NOS.

Atoms and positions in Å:
O (2.17616, 0.28219, 0.38607)
H (-1.81790, -2.09533, -0.16349)
H (-0.92883, 1.41125, -0.04577)
C (-0.37123, -0.67915, -0.01313)
H (0.38281, -1.42626, -0.15926)
H (-2.43493, -0.52456, -0.15307)
H (1.73795, -0.25025, 1.02331)
C (1.27755, 1.15761, -0.09896)
C (-0.08729, 0.66995, -0.03931)
S (1.72643, 2.58702, -0.76364)
N (-1.66072, -1.13247, 0.02725)

## Properties
LUMO energy   0.2 eV
M   103.1 g mol⁻¹

Atom charges from the natural (NBO) analysis, given in e for atoms 1 to 8:
1 O -0.657
2 H 0.389
3 H 0.231
4 C 0.059
5 H 0.206
6 H 0.395
7 H 0.475
8 C 0.201



Run x
ORCA calculation (ωB97M-V with the def2-TZVPD basis set) on an isolated molecule of C3H5NOS.

Atoms and positions in Å:
H (-3.08084, -1.82419, -0.19866)
C (-2.04932, -1.59563, -0.29841)
C (-1.13591, -0.82519, -0.09350)
S (0.58050, -0.23921, -0.14182)
C (0.36352, 1.40393, 0.67590)
H (1.18640, 1.54764, 1.25760)
O (1.50042, -0.96768, 0.84926)
H (0.41510, 2.19310, -0.01807)
N (0.82966, -0.36958, -1.63694)
H (1.80154, -0.56149, -1.85682)
H (-0.41107, 1.23833, 1.46146)

## Properties
LUMO energy   0.6 eV
M   103.1 g mol⁻¹

Atom charges from the natural (NBO) analysis, given in e for atoms 1 to 8:
1 H 0.239
2 C -0.131
3 C -0.332
4 S 1.915
5 C -0.821
6 H 0.245
7 O -0.906
8 H 0.247



Run y
ORCA calculation (ωB97M-V with the def2-TZVPD basis set) on an isolated molecule of C3H5NOS.

Atoms and positions in Å:
H (-2.78112, -1.23112, 0.30992)
C (1.82030, -0.32793, -0.16120)
N (-1.18725, -0.01064, 0.49707)
H (1.59746, -1.39637, -0.40153)
H (-2.87383, -0.20984, -0.88291)
O (-0.49773, 0.71700, -0.41178)
C (0.74203, 0.73196, 0.10949)
H (1.42025, 1.60494, -0.13425)
C (-2.18291, -0.58753, -0.11847)
S (3.37174, -0.14268, 0.00253)
H (0.57106, 0.85220, 1.19114)

## Properties
LUMO energy   -0.2 eV
M   103.1 g mol⁻¹

Atom charges from the natural (NBO) analysis, given in e for atoms 1 to 8:
1 H 0.166
2 C -0.321
3 N -0.106
4 H 0.207
5 H 0.181
6 O -0.366
7 C -0.166
8 H 0.211



Quick ranking, most stable first: run w, run y, run x.



Run w
ORCA calculation (ωB97M-V with the def2-TZVPD basis set) on a structure of composition C24H28N4O5S.

Atoms and positions in Å:
C (-5.55802, 1.72647, 1.53562)
H (-3.40938, 0.59126, 2.56576)
H (-0.94219, 3.59661, 0.47186)
H (-1.12763, -1.71087, -3.30906)
C (-1.33639, -0.64907, -3.06812)
H (2.07544, -3.06016, 0.43048)
H (7.46507, 2.14058, -1.11533)
C (-1.29923, -2.25404, 0.36783)
N (1.55644, -0.27440, 0.13955)
H (1.72367, 3.15933, -0.57223)
H (-5.57949, 2.22718, 2.40982)
N (-4.07915, 1.56040, 1.05663)
C (1.35031, 2.05874, -0.37361)
C (-3.07956, 1.65064, 2.19188)
N (-2.29620, 2.47956, -0.66575)
H (-2.12602, 1.27525, 2.02815)
C (-0.88576, -4.70681, 0.30339)
C (5.57236, 2.44246, 0.23032)
C (0.03049, -1.97047, 0.44770)
H (-1.91164, -1.52474, 0.46710)
C (-0.73515, 0.86456, -1.47361)
C (0.49342, -0.47992, 0.69796)
H (-4.13175, 0.93400, -1.86184)
H (-5.83591, 0.66106, 2.00068)
H (5.81918, 2.06083, 2.51298)
H (6.26543, 0.76866, -1.15493)
O (-4.69241, 2.98947, -0.89256)
C (-0.27142, -0.01539, -2.25858)
H (-2.75200, -3.75113, 0.37397)
C (0.47874, -4.14635, 0.34827)
H (-2.38767, -7.26556, -0.12010)
H (6.14858, 2.51463, -2.06376)
H (-6.12926, 1.82118, 0.59639)
H (3.70820, 3.10282, 0.14928)
N (4.38797, 2.05500, 0.13164)
C (2.18104, 0.87976, -0.10223)
C (-3.10878, 0.67987, -1.87142)
C (-2.47469, -6.27393, 0.10942)
C (-1.82842, -3.69477, 0.50256)
C (3.79833, 0.95314, -0.09296)
H (1.12183, -5.07777, 0.17647)
O (-1.13793, -6.10419, -0.05107)
C (6.39710, 1.96364, -1.16107)
C (0.06683, 2.15395, -0.76853)
O (-0.22982, 0.23370, 1.11440)
C (1.02861, -3.09826, 0.45686)
H (7.25072, 1.81233, 1.52917)
H (-2.85753, -5.81608, -0.84121)
H (-3.00662, -6.03163, 0.91164)
H (5.90113, 3.54785, 0.33133)
O (-3.32886, 4.15611, 0.97189)
H (2.45912, -0.97792, 0.10801)
C (6.37979, 1.56065, 1.50627)
H (-3.11278, 2.37703, 2.81496)
H (0.72637, -0.10115, -2.43218)
C (-1.01752, 2.93375, -0.08224)
C (-2.23772, 1.44072, -1.18897)
H (6.06578, 0.50189, 1.20211)
H (-3.39024, -1.20608, -3.05643)
S (-3.71121, 2.95596, 0.01888)
C (-2.75153, -0.47919, -2.48797)
O (4.30789, -0.16113, -0.14545)

## Properties
LUMO energy   -0.5 eV
M   484.6 g mol⁻¹

Atom charges from the natural (NBO) analysis, given in e for atoms 1 to 8:
1 C -0.431
2 H 0.209
3 H 0.153
4 H 0.202
5 C -0.252
6 H 0.221
7 H 0.207
8 C -0.168



Run x
ORCA calculation (ωB97M-V with the def2-TZVPD basis set) on an isolated molecule of C24H28N4O5S.

Atoms and positions in Å:
H (4.09966, 1.28417, -2.24379)
C (-4.85925, -0.82751, 1.42113)
H (2.90978, 5.95238, 0.47663)
O (0.13156, 0.79224, -2.21194)
H (2.44831, 0.61698, -2.36839)
C (3.81542, -4.91051, 0.64937)
H (-0.16126, -1.62279, -1.61464)
C (1.36358, 2.36940, -0.53315)
C (2.85461, -1.98530, 0.73512)
C (0.84338, -0.83810, 0.09354)
C (-0.58336, 0.58686, 1.54014)
H (-6.71526, -1.84555, 1.83269)
C (-4.78980, 0.55560, -0.57616)
H (3.38929, -4.56232, -1.41938)
C (1.61501, -2.73473, -1.15813)
C (2.71192, -2.88080, -0.31842)
H (3.51067, 0.13105, -1.04462)
O (-2.26099, -0.67856, 2.71920)
H (-4.25771, 1.21588, -1.24112)
C (-8.14280, -0.09030, -1.60614)
C (-6.09143, 0.19502, -0.80702)
C (3.72286, -3.97462, -0.55736)
H (3.02814, 5.03178, 1.99218)
H (5.80152, -4.16822, -1.12117)
N (-0.09668, 0.20435, 0.23228)
H (5.47863, -2.80415, -0.05100)
C (0.68409, -1.73334, -0.95608)
H (-0.62629, 1.67733, 1.60066)
N (3.49041, 3.02332, -0.37341)
C (-6.78106, -0.66322, 0.05194)
H (2.83540, -5.31727, 0.88793)
O (-1.24065, 2.19035, -0.72866)
C (1.40494, 3.53817, 0.21329)
O (-8.05672, -0.85044, -0.42148)
S (-0.04901, 1.39937, -0.93209)
C (0.32488, 4.34352, 0.83090)
H (4.18939, -4.38256, 1.52279)
C (-4.17047, 0.02473, 0.56625)
H (3.69835, -2.06755, 1.40400)
H (-0.63777, 3.96777, 0.49490)
N (-2.84094, 0.39591, 0.77909)
C (3.22290, 0.96132, -1.68873)
C (3.27560, 5.02892, 0.92943)
H (0.41784, 5.38898, 0.53886)
H (4.35432, 4.96897, 0.80548)
C (1.94008, -0.96960, 0.93841)
N (2.70633, 3.88474, 0.27980)
H (-8.36990, -0.75520, -2.45570)
H (-8.94707, 0.65673, -1.50776)
H (0.06011, 0.20348, 2.33399)
H (4.49023, -5.73580, 0.43331)
C (5.09200, -3.37682, -0.89037)
C (-6.18163, -1.18429, 1.17160)
C (2.70584, 2.09099, -0.87832)
H (2.09220, -0.27281, 1.75017)
H (-4.35584, -1.21756, 2.28912)
H (-2.45345, 1.02944, 0.08016)
H (0.37456, 4.29298, 1.91948)
H (1.48133, -3.42007, -1.98252)
C (-1.99781, 0.01710, 1.76236)
H (5.01697, -2.71647, -1.75159)
O (-6.91504, 0.56657, -1.83706)

## Properties
LUMO energy   0.5 eV
M   484.6 g mol⁻¹

Atom charges from the natural (NBO) analysis, given in e for atoms 1 to 8:
1 H 0.233
2 C -0.251
3 H 0.209
4 O -0.918
5 H 0.250
6 C -0.595
7 H 0.237
8 C -0.514



Quick ranking, most stable first: run x, run w.



Run w
ORCA calculation (ωB97M-V with the def2-TZVPD basis set) on an isolated molecule of C2H3BrO2.

Atoms and positions in Å:
O (2.79774, 1.20404, -1.47920)
H (-1.03596, -0.23300, 0.77896)
H (1.14452, 0.58483, 1.17391)
H (-0.79814, 0.27305, -1.06727)
C (-0.52081, -0.25049, -0.09721)
O (1.46120, 0.68381, -0.90037)
C (0.83771, 0.35795, 0.17859)
Br (-0.28213, -2.16686, -0.50507)

## Properties
LUMO energy   -1.3 eV
M   138.9 g mol⁻¹

How is the electron density shared among the atoms? According to natural (NBO), the charges in e are:
1 O -0.369
2 H 0.227
3 H 0.181
4 H 0.278
5 C -0.504
6 O -0.227
7 C 0.379
8 Br 0.035



Run x
ORCA calculation (ωB97M-V with the def2-TZVPD basis set) on an isolated molecule of C2H3BrO2.

Atoms and positions in Å:
C (0.64295, 0.42146, 0.42852)
Br (0.98112, 1.35950, 2.12219)
O (1.13891, 1.07006, -0.63663)
H (-1.01743, -0.56821, -0.61597)
H (2.10246, 0.99088, -0.68257)
O (0.72463, -0.93820, 0.52642)
H (-1.22110, -0.45096, 1.21322)
C (-0.56808, -0.38758, 0.35196)

## Properties
LUMO energy   0.7 eV
M   138.9 g mol⁻¹

How is the electron density shared among the atoms? According to natural (NBO), the charges in e are:
1 C 0.450
2 Br -0.059
3 O -0.678
4 H 0.195
5 H 0.493
6 O -0.471
7 H 0.196
8 C -0.127



Run y
ORCA calculation (ωB97M-V with the def2-TZVPD basis set) on an isolated molecule of C2H3BrO2.

Atoms and positions in Å:
O (-0.27928, -0.71469, 1.96058)
C (-0.09942, -0.00402, -0.41122)
H (-1.16075, -0.51900, 2.47869)
H (1.66637, 0.89309, -1.02070)
H (0.66665, 0.44448, -2.37974)
Br (-1.70277, -0.88581, -0.60258)
C (0.80171, 0.41119, -1.25139)
O (0.10749, 0.37477, 1.22635)

## Properties
LUMO energy   0.6 eV
M   138.9 g mol⁻¹

How is the electron density shared among the atoms? According to natural (NBO), the charges in e are:
1 O -0.443
2 C 0.134
3 H 0.458
4 H 0.232
5 H 0.234
6 Br 0.134
7 C -0.475
8 O -0.273



Run z
ORCA calculation (ωB97M-V with the def2-TZVPD basis set) on an isolated molecule of C2H3BrO2.

Atoms and positions in Å:
Br (1.25893, 0.76135, -1.72791)
C (0.37959, 0.48408, -0.02078)
H (0.06762, -1.54222, -0.04493)
O (0.18440, 1.61414, 0.70978)
C (-0.61667, -0.67395, -0.04351)
O (1.12718, 0.61486, 1.09189)
H (-1.28353, -0.73016, -0.96875)
H (-1.11751, -0.52808, 1.00421)

## Properties
LUMO energy   0.8 eV
M   138.9 g mol⁻¹

How is the electron density shared among the atoms? According to natural (NBO), the charges in e are:
1 Br -0.008
2 C 0.440
3 H 0.240
4 O -0.243
5 C -0.678
6 O -0.248
7 H 0.250
8 H 0.248



Quick ranking, most stable first: run x, run z, run y, run w.